# 1
DFT (ωB97M-V with the def2-TZVPD basis set) results for a molecular structure, C41H97HgN8O13.

Properties
- charge = -1
- highest occupied orbital energy (eV) = -4.3
- energy above the lowest of the compared OMol25 structures with the same formula, charge and spin (kcal/mol) = 0.0
- gap between HOMO and LUMO (Eh) = 0.228
- multiplicity = 1
- LUMO (eV) = 1.868
- DFT total energy (hartree) = -3189.71049

Last column: Mulliken charge in e.
Cartesian coordinates (Å):
Hg1 0.30 -0.39 0.00  3.431
C1 2.90 1.44 -1.81  -0.685
C2 3.42 0.08 -1.39  0.936
C3 4.91 0.23 -0.92  -1.617
O1 2.56 -0.51 -0.52  -0.740
H1 1.84 1.37 -2.06  -0.078
H2 3.35 1.82 -2.73  0.276
H3 3.02 2.18 -1.03  0.058
H4 3.44 -0.55 -2.28  -0.663
H5 5.26 -0.74 -0.59  0.345
H6 5.00 1.01 -0.17  0.299
H7 5.62 0.48 -1.71  0.432
C4 -2.41 3.21 -0.66  -0.636
C5 -1.70 1.96 -0.61  -0.131
C6 -2.63 0.61 -0.50  0.422
O2 -2.07 -0.43 -0.13  -0.442
C7 -4.04 0.78 -0.78  -1.246
C8 -4.58 2.02 -0.94  0.426
C9 -3.78 3.25 -0.85  -0.165
O3 -4.30 4.44 -0.89  -0.760
O4 -5.85 2.07 -1.25  -0.778
O5 -0.46 1.84 -0.53  0.152
H8 -1.80 4.10 -0.70  0.410
H9 -4.65 -0.10 -0.91  0.243
C10 4.61 -2.37 1.92  -1.419
C11 3.61 -1.78 3.01  1.678
C12 4.05 -2.02 4.45  -0.938
O6 5.35 -1.53 4.73  -0.354
C13 5.82 -1.62 6.13  -0.866
N1 3.40 -0.35 2.67  -0.583
H10 4.07 -2.42 0.97  0.198
H11 4.91 -3.42 1.97  0.493
H12 5.47 -1.73 1.71  0.323
H13 2.69 -2.35 2.84  -0.750
H14 4.06 -3.10 4.62  0.358
H15 3.38 -1.56 5.18  0.490
H16 5.39 -1.07 6.97  0.302
H17 6.87 -1.34 6.14  0.294
H18 5.89 -2.67 6.39  0.339
H19 3.43 -0.28 1.66  -0.242
H20 4.31 0.05 2.88  0.429
C14 -4.63 -6.04 -1.53  -1.642
C15 -3.68 -5.13 -0.72  0.467
C16 -4.16 -3.73 -0.70  0.364
O7 -5.43 -3.64 0.01  -0.470
C17 -5.84 -2.34 0.43  -0.639
N2 -3.41 -5.65 0.59  -0.418
H21 -4.38 -7.10 -1.46  0.474
H22 -4.58 -5.74 -2.57  0.376
H23 -5.68 -5.96 -1.23  0.276
H24 -2.68 -5.15 -1.16  0.244
H25 -4.27 -3.29 -1.69  0.836
H26 -3.39 -3.06 -0.32  -0.984
H27 -6.61 -2.43 1.20  0.283
H28 -6.35 -1.97 -0.46  0.339
H29 -5.00 -1.72 0.74  0.066
H30 -3.26 -6.64 0.50  0.229
H31 -4.37 -5.54 0.91  0.359
C18 1.09 0.92 -6.66  -1.572
C19 2.00 0.94 -5.45  1.947
C20 3.12 -0.11 -5.54  -0.935
O8 2.58 -1.42 -5.75  -0.431
C21 2.30 -2.21 -4.57  -0.302
N3 2.50 2.34 -5.32  -0.726
H32 0.69 -0.06 -6.90  0.400
H33 1.66 1.19 -7.55  0.337
H34 0.22 1.56 -6.56  0.341
H35 1.53 0.67 -4.50  -0.508
H36 3.85 0.04 -4.74  0.287
H37 3.68 0.10 -6.45  0.379
H38 1.58 -1.74 -3.90  -0.090
H39 3.17 -2.36 -3.93  0.321
H40 1.85 -3.16 -4.85  0.384
H41 1.68 2.85 -5.02  -0.111
H42 3.18 2.33 -4.56  0.444
C22 -1.00 6.47 -6.93  -1.419
C23 0.19 5.85 -6.25  0.575
C24 -0.33 4.99 -5.04  -0.939
O9 0.89 4.57 -4.38  -0.499
C25 0.60 3.84 -3.15  -0.293
N4 0.78 5.01 -7.28  -0.725
H43 -1.73 5.77 -7.30  0.330
H44 -0.68 7.08 -7.78  0.364
H45 -1.52 7.06 -6.18  0.376
H46 0.87 6.57 -5.80  0.270
H47 -0.90 4.13 -5.38  0.282
H48 -0.99 5.52 -4.35  0.540
H49 1.50 3.64 -2.57  -0.113
H50 0.07 2.92 -3.43  0.286
H51 -0.06 4.52 -2.60  0.377
H52 1.40 5.59 -7.84  0.273
H53 1.51 4.47 -6.84  0.218
C26 -1.54 -3.83 4.45  -1.666
C27 -2.64 -3.86 3.42  0.474
C28 -3.75 -2.87 3.66  0.221
O10 -4.59 -3.16 4.72  -0.538
C29 -5.29 -2.03 5.19  -0.658
N5 -2.11 -3.78 2.11  -0.099
H54 -1.95 -4.32 5.34  0.469
H55 -1.24 -2.81 4.66  0.138
H56 -0.66 -4.41 4.18  0.411
H57 -3.10 -4.84 3.59  0.330
H58 -4.45 -2.83 2.83  0.215
H59 -3.38 -1.86 3.83  -0.165
H60 -6.16 -2.27 5.81  0.319
H61 -5.66 -1.46 4.33  0.255
H62 -4.51 -1.47 5.70  0.245
H63 -2.81 -3.44 1.46  -0.728
H64 -2.11 -4.73 1.79  0.329
C30 1.80 4.89 0.46  -0.991
C31 1.92 3.83 1.64  0.655
C32 2.16 4.55 3.01  -0.865
O11 3.40 5.17 2.85  -0.301
C33 4.11 5.50 4.05  -0.828
N6 0.68 3.21 1.66  0.089
H65 0.81 5.35 0.46  0.301
H66 2.01 4.37 -0.48  -0.153
H67 2.64 5.58 0.58  0.511
H68 2.76 3.14 1.57  0.067
H69 2.20 3.82 3.82  0.363
H70 1.40 5.28 3.29  0.407
H71 4.34 4.65 4.68  0.288
H72 3.46 6.22 4.54  0.324
H73 5.06 5.99 3.81  0.249
H74 0.40 2.86 0.76  -0.535
H75 0.01 3.96 1.69  0.457
C34 0.27 0.23 4.61  -1.893
C35 -0.36 0.03 3.26  1.637
C36 -1.68 0.89 3.08  -0.736
O12 -2.58 0.61 4.19  -0.482
C37 -3.77 1.45 4.18  -0.863
N7 0.59 0.37 2.21  1.292
H76 -0.50 0.08 5.37  0.554
H77 0.50 1.28 4.79  0.330
H78 1.07 -0.47 4.85  0.262
H79 -0.55 -1.04 3.14  -0.992
H80 -2.11 0.59 2.13  0.373
H81 -1.44 1.95 3.07  0.652
H82 -3.51 2.51 4.30  0.357
H83 -4.49 1.15 4.94  0.253
H84 -4.27 1.21 3.24  0.319
H85 0.58 1.38 2.23  -0.710
H86 1.49 0.22 2.63  -0.057
C38 0.44 -4.83 0.23  -1.497
C39 0.61 -3.36 -0.26  0.959
C40 -0.27 -3.01 -1.44  -0.313
O13 -0.22 -1.62 -1.80  -0.155
C41 -1.12 -1.38 -2.94  -0.846
N8 0.23 -2.58 0.90  0.842
H87 0.72 -5.57 -0.52  0.464
H88 -0.59 -5.16 0.39  0.160
H89 0.98 -5.11 1.13  0.394
H90 1.67 -3.22 -0.48  -0.075
H91 -1.33 -3.20 -1.24  -0.497
H92 0.10 -3.56 -2.30  0.379
H93 -0.92 -0.33 -3.18  0.183
H94 -2.17 -1.49 -2.65  0.023
H95 -0.96 -2.01 -3.81  0.439
H96 0.83 -2.92 1.63  -0.239
H97 -0.67 -2.93 1.20  -0.580



# 2
DFT (ωB97M-V with the def2-TZVPD basis set) results for a molecular structure, C19H23ClN4O4S.

Properties
- highest occupied orbital energy (eV) = -8.6
- energy above the lowest of the compared OMol25 structures with the same formula, charge and spin (kcal/mol) = 433.5
- gap between HOMO and LUMO (Eh) = 0.310
- multiplicity = 1
- LUMO (eV) = -0.158
- DFT total energy (hartree) = -2115.54893

Last column: natural (NBO) charge in e.
Cartesian coordinates (Å):
C1 2.24 3.50 2.31  -0.611
H1 2.81 2.83 2.95  0.202
H2 1.72 4.31 2.72  0.201
H3 3.03 4.00 1.66  0.190
C2 1.37 2.51 1.09  0.283
C3 0.65 3.52 0.25  -0.664
H4 -0.04 4.19 0.85  0.234
H5 0.11 3.04 -0.64  0.228
H6 1.42 4.18 -0.44  0.205
C4 0.33 1.83 1.97  -0.656
H7 -0.41 2.74 2.57  0.223
H8 -0.43 1.41 1.18  0.226
H9 0.79 1.00 2.56  0.222
O1 2.33 1.89 0.64  -0.537
C5 1.89 0.90 -0.43  0.912
O2 0.70 0.73 -0.59  -0.563
N1 2.97 0.01 -0.71  -0.431
C6 4.21 0.02 -0.07  -0.152
C7 4.68 -1.31 -0.32  -0.407
H10 5.62 -1.56 -0.11  0.244
H11 4.05 -1.96 0.47  0.191
C8 3.82 -1.71 -1.44  -0.372
H12 3.73 -2.75 -1.62  0.241
C9 2.59 -0.91 -1.46  -0.102
C10 1.47 -1.53 -1.35  0.527
N2 0.55 -2.15 -1.78  -0.248
N3 -0.37 -2.89 -0.87  -0.409
C11 0.18 -2.37 0.27  0.480
S1 -0.58 -3.03 1.94  0.279
C12 -2.05 -3.76 1.36  -0.606
H13 -2.39 -4.25 2.06  0.209
H14 -1.92 -4.32 0.26  0.244
C13 -3.12 -2.60 1.09  0.673
O3 -4.04 -2.57 1.87  -0.625
N4 -3.04 -2.06 -0.10  -0.667
C14 -3.68 -0.70 -0.56  0.152
C15 -3.19 -0.25 -1.90  -0.251
C16 -3.89 0.84 -2.00  -0.123
C17 -5.09 1.31 -1.68  -0.298
C18 -5.68 0.75 -0.49  -0.027
C19 -4.83 -0.54 0.14  -0.275
H15 -5.44 -0.88 1.09  0.307
Cl1 -7.14 1.12 0.17  0.091
H16 -5.65 1.97 -2.09  0.211
H17 -3.60 1.38 -3.21  0.157
H18 -2.13 -0.66 -2.18  0.268
H19 -2.11 -2.37 -0.64  0.436
O4 1.47 -2.06 0.27  -0.584
H20 2.42 -0.55 -2.75  0.178
H21 4.45 -1.44 -2.37  0.210
H22 4.24 0.49 0.82  0.240
H23 4.99 0.72 -0.78  0.143



# 3
DFT (ωB97M-V with the def2-TZVPD basis set) results for 11 unconnected molecules or ions with the total composition C4H30N8O11.

Properties
- charge = -1
- highest occupied orbital energy (alpha / beta) (eV) = -0.3 / -7.1
- energy above the lowest of the compared OMol25 structures with the same formula, charge and spin (kcal/mol) = 0.0
- gap between HOMO and LUMO (alpha / beta) (Eh) = 0.112 / 0.357
- multiplicity = 2
- LUMO (alpha / beta) (eV) = 2.757 / 2.613
- DFT total energy (hartree) = -1436.20960
- expectation value of S² = 0.75

Last column: Mulliken spin population.
Cartesian coordinates (Å):
C1 -2.63 -2.35 -1.93  0.340
O1 -1.93 -3.14 -1.36  -0.072
N1 -3.09 -2.55 -3.17  -0.043
N2 -3.01 -1.21 -1.43  0.027
H1 -2.88 -3.36 -3.74  -0.005
H2 -3.61 -1.74 -3.48  -0.025
H3 -3.61 -0.57 -1.92  -0.120
H4 -2.50 -0.87 -0.62  0.131
C2 -1.00 -1.20 3.58  0.411
O2 -0.94 -0.51 2.58  0.066
N3 -1.49 -0.88 4.73  -0.009
N4 -0.22 -2.24 3.80  -0.026
H5 -2.29 -0.26 4.81  -0.042
H6 -1.18 -1.33 5.58  -0.009
H7 0.28 -2.70 3.05  0.021
H8 -0.18 -2.71 4.70  -0.007
C3 4.08 1.72 -0.92  0.009
O3 5.08 1.16 -1.30  -0.008
N5 3.07 1.81 -1.68  0.067
N6 3.82 2.26 0.27  0.030
H9 3.26 1.70 -2.67  0.000
H10 2.27 2.35 -1.37  0.003
H11 3.01 2.87 0.31  -0.017
H12 4.53 2.14 0.98  -0.004
C4 1.43 -3.27 0.95  0.000
O4 1.11 -4.03 1.89  -0.005
N7 2.63 -2.94 0.52  0.004
N8 0.40 -2.64 0.36  -0.008
H13 2.67 -2.58 -0.43  -0.004
H14 3.44 -3.46 0.83  0.000
H15 0.40 -1.98 -0.41  -0.015
H16 -0.42 -2.87 0.91  0.018
O5 -2.69 1.07 0.57  -1.452
H17 -3.61 1.34 0.48  0.628
H18 -2.55 1.01 1.52  0.322
O6 0.76 3.06 -0.19  -0.001
H19 1.10 3.56 0.55  0.005
H20 -0.16 3.32 -0.24  0.030
O7 -0.32 0.21 -0.80  0.869
H21 0.04 1.05 -1.09  -0.160
H22 -1.05 0.44 -0.23  0.003
O8 -0.39 -0.68 -3.41  0.002
H23 -0.64 -0.40 -2.52  -0.046
H24 -0.87 -1.50 -3.54  0.005
O9 0.44 4.45 -2.51  0.024
H25 0.49 3.84 -1.77  0.029
H26 0.76 3.94 -3.25  -0.008
O10 1.72 0.16 1.77  0.003
H27 1.10 -0.57 1.75  0.007
H28 1.67 0.54 0.89  0.010
O11 -1.82 3.70 -0.64  -0.217
H29 -1.93 2.75 -0.58  0.266
H30 -2.58 4.06 -0.19  -0.032



# 4
DFT (ωB97M-V with the def2-TZVPD basis set) results for C3H4N2O2 in the gas phase.

Properties
- highest occupied orbital energy (eV) = -8.9
- energy above the lowest of the compared OMol25 structures with the same formula, charge and spin (kcal/mol) = 96.4
- gap between HOMO and LUMO (Eh) = 0.356
- multiplicity = 1
- SMILES = Nn1ccoc1=O
- LUMO (eV) = 0.779
- DFT total energy (hartree) = -376.61010

Last column: natural (NBO) charge in e.
Cartesian coordinates (Å):
C1 0.10 -0.09 1.21  -0.120
C2 0.17 -1.45 1.05  0.069
C3 0.26 -0.44 -1.08  0.833
H1 0.40 1.99 -0.97  0.356
H2 -1.18 1.95 -0.93  0.363
H3 -0.37 0.27 2.14  0.252
H4 0.24 -2.43 1.51  0.235
N1 -0.24 1.84 -0.26  -0.600
N2 0.13 0.44 -0.03  -0.286
O1 0.48 -1.68 -0.30  -0.487
O2 0.02 -0.41 -2.35  -0.615